(1)
The following is a DFT calculation (ωB97M-V/def2-TZVPD) of the ion C2H5BrN3 with charge +1 at a distorted geometry.

Cartesian coordinates (Å):
C (-0.719, 0.625, -0.858)
C (0.338, -0.630, 0.886)
N (-1.526, -0.379, -0.272)
N (-1.016, -1.004, 0.612)
N (0.669, 0.496, -0.161)
Br (1.513, -2.240, 0.665)
H (-0.679, 0.214, -1.859)
H (-1.259, 1.593, -0.535)
H (0.295, -0.199, 1.982)
H (1.510, 0.156, -0.743)
H (0.872, 1.367, 0.283)

Calculated values
SMILES string = Br[C@@H]1N=NC[NH2+]1
Kohn-Sham gap = 0.37869 hartree
LUMO energy = -4.761 eV
multiplicity = 1
charge = +1
HOMO level = -15.1 eV

Formally, the natural (NBO) partial charges of the atoms, in units of the elementary charge, are as follows: -0.15 -0.04 -0.05 -0.10 -0.59 0.15 0.27 0.28 0.29 0.48 0.45

***

(2)
The following is a DFT calculation (ωB97M-V/def2-TZVPD) of a structure of composition C23H37N3O6PPdS2 at a distorted geometry.

Cartesian coordinates (Å):
Pd (0.818, -1.309, 0.672)
O (0.125, -0.357, 3.136)
S (0.320, -1.752, 3.521)
O (0.586, -1.906, 4.903)
O (1.296, -2.386, 2.622)
C (-1.231, -2.685, 3.052)
C (-2.160, -2.451, 4.082)
C (-3.439, -2.948, 4.015)
C (-3.820, -3.730, 2.922)
C (-2.957, -3.950, 1.860)
C (-1.641, -3.420, 1.882)
S (-0.896, -3.708, 0.170)
O (-1.369, -4.970, -0.300)
O (-1.330, -2.581, -0.652)
O (0.535, -3.636, 0.504)
H (-1.844, -1.831, 4.913)
H (-4.138, -2.724, 4.831)
H (-4.806, -4.163, 2.879)
H (-3.292, -4.542, 1.009)
N (3.535, -3.671, 1.019)
C (4.004, -2.688, 0.254)
C (5.356, -2.705, -0.201)
C (5.821, -1.666, -0.973)
C (4.941, -0.655, -1.349)
C (3.616, -0.731, -0.896)
N (3.156, -1.684, -0.104)
H (4.093, -4.463, 1.321)
H (2.543, -3.623, 1.305)
H (5.994, -3.531, 0.084)
H (6.861, -1.642, -1.307)
H (5.232, 0.128, -1.998)
H (2.874, 0.024, -1.154)
C (-2.956, 0.320, -1.134)
C (-2.218, 1.337, -0.241)
C (-2.941, 2.726, -0.332)
C (-2.224, 0.763, 1.196)
P (-0.381, 1.439, -0.811)
N (0.521, 0.200, -0.549)
C (-0.285, 1.526, -2.726)
C (-0.495, 0.102, -3.295)
C (-1.294, 2.493, -3.374)
C (1.149, 1.900, -3.091)
C (0.448, 2.974, -0.016)
C (1.994, 2.853, -0.095)
C (0.010, 4.314, -0.672)
C (0.112, 2.974, 1.491)
H (-4.010, 0.207, -0.743)
H (-2.456, -0.668, -1.072)
H (-3.081, 0.608, -2.193)
H (-3.970, 2.593, 0.070)
H (-3.033, 3.073, -1.376)
H (-2.444, 3.512, 0.281)
H (-3.201, 0.274, 1.367)
H (-2.069, 1.528, 1.959)
H (-1.456, -0.016, 1.293)
H (-1.535, -0.241, -3.309)
H (0.127, -0.621, -2.734)
H (-0.139, 0.108, -4.357)
H (-2.368, 2.218, -3.248)
H (-1.065, 2.543, -4.472)
H (-1.170, 3.520, -2.994)
H (1.878, 1.204, -2.638)
H (1.428, 2.935, -2.818)
H (1.250, 1.844, -4.208)
H (2.389, 2.968, -1.115)
H (2.296, 1.836, 0.257)
H (2.447, 3.643, 0.531)
H (0.266, 4.353, -1.747)
H (0.572, 5.130, -0.171)
H (-1.064, 4.506, -0.532)
H (0.291, 1.981, 1.935)
H (-0.914, 3.298, 1.697)
H (0.805, 3.699, 1.965)

Calculated values
Kohn-Sham gap (spin up / spin down) = 0.28546 / 0.27279 hartree
LUMO energy (spin up / spin down) = 2.520 / 2.197 eV
expectation value of S² = 2.008
multiplicity = 3
charge = -1
HOMO level (spin up / spin down) = -5.2 / -5.2 eV

Formally, the Mulliken partial charges of the atoms, in units of the elementary charge, are as follows: 0.40 -0.55 1.18 -0.72 -0.64 0.49 -0.81 -0.61 -0.47 -0.94 0.53 1.16 -0.72 -0.61 -0.65 0.40 0.34 0.37 0.42 -0.27 0.63 -0.93 -0.35 -0.81 0.55 0.31 0.20 0.15 0.33 0.35 0.48 -0.43 -1.56 2.23 -1.86 -1.32 0.15 0.33 1.70 -1.72 -1.69 -1.57 1.75 -1.50 -1.72 -1.78 0.53 0.27 0.27 0.51 0.23 0.28 0.57 0.25 -0.16 0.33 0.16 0.52 0.23 0.47 0.24 -0.03 0.31 0.60 0.32 0.09 0.58 0.28 0.50 0.23 0.36 0.21 0.60

***

no.,electronic energy (eV)
1,-76658.1223
2,-75646.7329